C26H66N4O10 | ωB97M-V/def2-TZVPD

HOMO energy ... -8.3612 eV
LUMO level ... 0.65 eV
DFT total energy ... -2001.349090 Ha
SMILES ... COCCNCCOC.COCCNCCOC.COCCNCCOC.COCCNCCOC.OCCO
Kohn-Sham gap ... 9.011 eV

Structure (XYZ):
```
106
Properties=species:S:1:pos:R:3:forces:R:3:mulliken_charge:R:1
C 6.903974 2.295289 -8.232111 0.3 0.3 -0.7 -0.73
O 6.055851 1.167482 -8.243348 0.2 -0.2 0.4 -0.38
C 6.621079 0.087366 -7.538272 0.1 -0.5 1.1 -0.66
C 6.999116 0.368009 -6.090757 -0.2 -0.5 -0.2 -0.72
N 5.892721 0.688646 -5.197287 0.7 -0.1 -0.3 -0.12
C 6.400513 0.780886 -3.825126 -0.4 1.3 0.2 -0.92
C 5.250190 1.118509 -2.879160 1.1 0.0 0.2 -0.31
O 5.158506 2.517827 -2.659833 -0.2 -0.3 -0.5 -0.40
C 4.064359 2.824328 -1.817466 0.2 0.3 -0.1 -0.77
H 7.957964 2.000795 -8.282173 0.0 -0.1 -0.2 0.36
H 6.833217 2.983305 -7.381809 -0.4 -0.3 0.3 0.23
H 6.654763 2.865210 -9.127006 0.1 0.1 0.0 0.26
H 7.558632 -0.301660 -7.957110 0.0 0.3 -0.6 0.41
H 5.941576 -0.764956 -7.500223 -0.4 0.3 -0.4 0.39
H 7.810777 1.111696 -6.076584 0.1 -0.1 0.3 0.39
H 7.363301 -0.610408 -5.755389 0.5 0.3 0.1 0.37
H 5.538303 1.594988 -5.493152 -0.2 0.0 0.3 0.21
H 7.154861 1.576269 -3.729268 0.0 0.1 0.0 0.41
H 6.919888 -0.113959 -3.482902 -0.3 -0.4 -0.4 0.49
H 5.484821 0.667837 -1.908877 -0.5 -0.3 0.0 0.42
H 4.352262 0.720224 -3.354119 -0.3 0.0 0.4 0.10
H 3.998324 3.911632 -1.834271 -0.2 0.0 0.2 0.33
H 4.242931 2.485602 -0.789804 0.0 0.0 0.0 0.30
H 3.132584 2.376744 -2.174829 0.0 0.1 0.0 0.32
C -5.642452 2.058935 3.011239 -0.5 0.7 -1.3 -0.47
O -4.561669 2.227573 3.880702 0.4 -0.5 0.3 -0.33
C -3.660955 3.210386 3.364802 -1.4 0.0 0.4 -0.17
C -2.668697 3.650754 4.400259 0.3 -0.1 0.6 -0.98
N -1.597095 2.720674 4.740308 0.7 0.2 -1.6 0.05
C -0.587071 3.321447 5.613500 -1.4 -0.2 1.5 -0.91
C 0.560557 2.371096 5.907980 -0.5 0.2 -0.2 -0.50
O 1.541539 2.575363 4.916306 0.0 -0.4 0.1 -0.24
C 2.698579 1.791627 5.098680 0.5 -0.3 -0.2 -0.86
H -6.378282 2.870061 3.091925 0.0 0.1 0.4 0.38
H -6.183973 1.118338 3.066211 0.4 -0.2 0.7 0.25
H -5.327038 2.151913 1.964954 0.3 -0.2 0.0 0.01
H -4.292028 4.093770 3.194135 0.3 0.2 -0.4 0.40
H -3.243245 2.865341 2.418128 0.2 0.1 0.0 0.24
H -3.207889 3.922004 5.320847 -0.2 0.2 -0.2 0.48
H -2.218038 4.563124 4.001235 0.2 0.0 0.1 0.37
H -1.947667 1.875638 5.169991 -0.2 0.1 0.0 0.08
H -1.164599 3.562921 6.527650 0.6 -0.2 0.4 0.50
H -0.251860 4.322407 5.340387 0.2 -0.3 -0.9 0.43
H 0.196088 1.336095 5.864323 -0.1 0.0 -0.1 0.27
H 0.920956 2.502250 6.934542 0.3 0.3 -0.1 0.41
H 3.466290 2.411188 5.567519 0.1 -0.2 0.1 0.28
H 3.075284 1.407542 4.146272 -0.1 0.5 -0.2 0.26
H 2.549180 0.865179 5.664320 -0.3 0.3 0.4 0.37
C -3.261264 -7.728283 1.160639 -0.1 -0.6 0.3 -0.69
O -2.965218 -6.576993 0.407325 -0.3 -0.2 0.1 -0.39
C -3.977389 -5.569318 0.575900 1.2 -0.3 1.1 -0.42
C -4.220837 -5.172826 2.054911 -0.7 -0.3 -0.5 -0.49
N -5.188306 -4.070753 2.045871 0.3 0.4 0.0 -0.21
C -4.573385 -2.754661 2.123903 0.2 0.6 0.4 -0.06
C -4.295522 -2.366098 3.576435 0.0 0.7 0.1 -0.73
O -3.803641 -1.033090 3.634196 0.4 0.9 0.0 -0.21
C -2.500649 -0.824372 4.130176 0.8 -1.8 0.0 -0.60
H -2.698523 -8.627763 0.891975 0.4 0.5 -0.6 0.27
H -4.305911 -8.033864 1.026435 -0.1 0.2 0.3 0.31
H -3.013702 -7.594346 2.218473 -0.4 0.2 0.1 0.25
H -4.932677 -5.885932 0.157358 0.0 0.1 -0.3 0.32
H -3.527257 -4.714858 0.075218 -0.5 0.2 -0.3 0.21
H -3.278824 -4.987934 2.583476 0.1 0.3 -0.1 0.20
H -4.718631 -5.961582 2.619943 0.2 -0.3 -0.2 0.48
H -5.817220 -4.177208 2.831173 -0.1 0.0 -0.1 0.32
H -5.164414 -1.912758 1.746984 -0.5 -0.5 -0.2 0.12
H -3.673896 -2.704538 1.505777 0.2 -0.3 0.2 -0.14
H -3.682125 -3.109052 4.095731 0.3 0.2 0.0 0.47
H -5.234846 -2.276436 4.128356 -0.3 -0.6 -0.1 0.24
H -1.861587 -0.088634 3.641915 -0.8 0.4 -0.5 0.01
H -1.976744 -1.773470 3.958217 0.4 0.1 0.2 0.46
H -2.420966 -0.648699 5.207124 -0.6 0.1 0.2 0.22
C -4.233095 0.806848 -0.570021 -0.2 -2.1 0.3 -0.82
O -2.860985 0.443613 -0.533747 -0.1 1.0 -0.1 -0.04
C -2.531500 -0.549352 -1.525433 0.6 2.1 0.5 -0.46
C -1.255145 -1.111135 -0.976262 0.3 -2.0 2.6 -0.48
N -0.689524 -2.329101 -1.556730 -0.2 0.2 -0.9 -0.23
C -0.381808 -2.298723 -3.005403 0.0 0.4 1.8 -0.81
C 0.839049 -1.460447 -3.363560 0.0 0.0 -1.3 -0.16
O 1.581037 -2.151955 -4.367797 0.3 -0.5 0.3 -0.40
C 2.671362 -1.396026 -4.803325 1.0 0.9 0.0 -0.63
H -4.656639 0.813274 -1.576531 0.2 0.4 -0.2 0.39
H -4.514492 1.684575 -0.000891 0.7 0.3 -0.1 0.13
H -4.707807 -0.047731 -0.067659 -0.6 0.2 0.0 0.19
H -2.286146 0.052277 -2.413305 -0.7 -0.6 -0.5 0.31
H -3.391673 -1.218891 -1.575050 0.4 -0.4 -0.6 0.42
H -1.569284 -1.450411 0.027166 -0.1 -0.1 -0.1 0.08
H -0.526852 -0.377321 -0.611343 0.0 0.6 -1.2 0.17
H 0.139506 -2.594185 -1.041382 -0.1 0.0 0.1 0.32
H -1.280428 -1.851965 -3.427294 0.1 -0.4 -0.6 0.25
H -0.227971 -3.338538 -3.284813 -0.1 0.1 -0.5 0.37
H 1.500153 -1.218396 -2.524548 -0.2 -0.1 0.2 0.25
H 0.501283 -0.531869 -3.845365 0.1 0.3 0.4 0.31
H 3.165312 -1.787187 -5.692673 -0.8 -0.2 -0.4 0.27
H 3.558494 -1.315998 -4.152672 -0.5 -0.4 0.8 0.25
H 2.357480 -0.353079 -4.928554 0.1 0.0 -0.5 0.30
O 0.752046 1.973561 -0.478216 -0.4 0.7 0.7 -0.40
C 0.911369 3.020977 0.499136 0.8 -0.6 0.2 -0.74
C 0.436890 2.541839 1.839177 -1.0 -0.1 0.3 0.02
O -0.983146 2.337268 1.742877 0.1 0.4 0.5 -0.31
H -0.181835 1.758660 -0.305218 0.2 -0.4 -0.5 0.18
H 1.962320 3.281861 0.661890 0.1 -0.2 -0.6 0.39
H 0.387174 3.920306 0.170110 -0.1 0.0 0.2 0.26
H 0.713025 3.268201 2.610621 -0.2 0.0 0.0 0.28
H 0.843153 1.568991 2.142929 0.6 0.2 -0.3 0.17
H -1.314215 2.356239 2.661035 0.2 -0.2 -0.1 -0.07
```
Positions in Å, forces in eV/Å.

C26H66O30S8 | ωB97M-V/def2-TZVPD

HOMO energy ... -2.2877 eV
LUMO level ... 3.56 eV
DFT total energy ... -6472.867025 Ha
Total charge ... -2
Kohn-Sham gap ... 5.843 eV

Structure (XYZ):
```
130
Properties=species:S:1:pos:R:3:forces:R:3:mulliken_charge:R:1
O -15.255724 19.964735 -13.756252 -0.3 0.8 -1.1 -0.47
C -15.015850 21.041701 -12.965808 -0.6 3.6 2.4 0.23
O -15.324359 22.222106 -13.203978 -1.0 -0.5 -3.0 -0.80
O -14.511080 20.852605 -11.839288 1.4 -3.3 1.3 -0.31
H -14.587743 19.370664 -13.406273 0.3 -1.5 0.1 0.24
O -14.420754 18.032920 -10.859727 -0.4 -0.4 1.0 1.45
C -14.093246 17.254432 -11.884314 1.4 -2.4 -1.9 -0.57
O -13.832833 17.812585 -12.970251 0.0 1.3 -1.0 -0.51
O -13.976733 16.021774 -11.770389 -0.5 -1.0 1.6 -0.13
H -14.447798 18.851959 -11.359750 -0.2 2.4 0.4 -1.00
O -17.610998 21.398351 -10.523094 -1.3 -1.7 1.1 -0.68
S -17.885590 20.035737 -10.076306 2.1 0.9 -2.3 1.13
O -16.961270 19.461898 -9.104231 -2.3 0.3 -0.3 -0.50
O -19.479930 19.850553 -9.663756 1.3 0.3 0.3 -0.23
C -20.453242 20.503692 -10.504736 -1.7 -1.1 0.6 -0.08
C -21.794264 19.718958 -10.270859 1.6 0.5 -0.1 -1.24
C -17.810425 18.943126 -11.545659 -0.6 0.2 1.6 -0.58
H -20.184152 20.393445 -11.555234 0.2 0.5 0.1 0.26
H -20.695126 21.514649 -10.176797 0.9 0.2 -0.2 0.30
H -21.923195 19.582991 -9.197081 0.0 -0.2 0.0 0.29
H -21.677075 18.761747 -10.778919 -0.6 0.0 0.1 0.31
H -22.614816 20.340450 -10.629366 -0.1 -0.3 -0.3 0.38
H -18.344702 19.406320 -12.375172 0.5 0.1 0.0 0.57
H -18.327909 18.048010 -11.200589 0.1 -0.2 -0.2 0.52
H -16.748283 18.736677 -11.677350 -0.1 0.3 -0.3 -0.32
O -12.387547 13.867937 -16.897300 1.2 1.6 0.7 -0.64
S -11.703974 14.833676 -16.045870 -0.6 -0.6 -0.1 1.08
O -11.019236 14.309644 -14.863598 -0.8 1.3 -1.5 -0.50
O -10.603622 15.650622 -16.998577 -3.0 -3.4 -0.3 -0.38
C -9.984673 16.737121 -16.474923 2.2 1.2 0.1 0.33
C -8.811066 16.993376 -17.466492 -0.8 0.7 0.9 -1.50
C -12.839007 16.200672 -15.626650 -0.2 0.1 0.2 0.86
H -9.630472 16.497679 -15.472267 0.3 0.1 0.2 0.19
H -10.664925 17.585066 -16.395212 0.1 0.3 -0.2 0.21
H -9.236010 17.262666 -18.433446 0.1 0.1 0.0 0.34
H -8.154824 16.134639 -17.608005 -0.2 0.0 0.3 0.36
H -8.257895 17.837203 -17.054101 0.3 0.0 -0.3 0.41
H -13.432654 16.621040 -16.438415 0.6 -0.4 -0.8 0.52
H -12.302371 17.031647 -15.168812 0.0 -0.3 0.3 -0.37
H -13.650573 15.897519 -14.965175 0.7 -0.4 0.5 -0.94
O -10.602360 11.417397 -13.094011 -1.7 -0.7 1.8 -0.61
S -11.650174 11.368790 -12.067434 0.6 2.2 -0.1 1.16
O -12.879074 10.630320 -12.229980 1.1 0.1 0.1 -0.59
O -11.038705 10.878966 -10.617301 0.2 -0.4 -1.0 -0.43
C -9.768889 11.425981 -10.225103 1.1 1.0 -0.8 -0.56
C -9.882927 12.471211 -9.158169 -0.9 -0.1 0.9 -0.57
C -12.031429 13.128546 -11.620610 0.1 -0.8 -0.9 0.45
H -9.211341 11.866004 -11.051917 -0.7 0.1 -0.6 0.32
H -9.011029 10.718761 -9.888065 -0.8 -1.0 0.0 0.48
H -9.166479 13.272874 -9.337466 0.1 -0.1 0.4 0.15
H -9.799363 11.943650 -8.208013 0.5 0.5 0.3 0.41
H -10.871741 12.923162 -9.080119 0.0 0.1 -0.5 0.06
H -12.625369 13.604045 -12.401146 0.0 -0.3 -0.3 -0.39
H -11.072907 13.647393 -11.632179 -0.1 0.0 0.5 0.12
H -12.618834 13.200223 -10.705230 0.4 -0.2 0.1 -0.03
O -16.901171 16.197997 -17.003347 0.2 0.1 -0.8 -0.67
S -17.069463 15.516678 -15.772823 -1.0 -2.1 2.5 1.29
O -18.258441 14.679373 -15.535152 1.9 1.2 -0.5 -0.68
O -15.722426 14.574478 -15.565900 -2.2 1.6 -1.4 -0.35
C -15.518013 14.072927 -14.259174 2.1 -0.4 0.4 0.28
C -14.680607 12.806129 -14.437127 -0.1 -0.1 0.1 -1.04
C -16.896567 16.681908 -14.411043 -0.1 0.2 -0.7 -0.38
H -16.398496 14.071807 -13.616639 -0.2 -0.6 -0.4 0.74
H -14.790980 14.746545 -13.805547 -0.4 0.4 0.6 -0.32
H -14.996493 12.123594 -15.226090 -0.7 -0.1 0.3 0.37
H -14.554496 12.300917 -13.479552 -0.1 -0.2 -0.1 0.22
H -13.688749 13.083744 -14.793866 0.1 0.2 0.2 -0.03
H -16.218836 17.419933 -14.840105 0.3 0.1 0.6 0.20
H -16.561651 16.215478 -13.484551 0.3 0.0 -0.2 -0.21
H -17.841721 17.183224 -14.202541 -0.1 -0.3 -0.3 0.53
O -12.938514 23.509751 -12.284602 3.5 0.2 -0.8 -0.37
S -11.516746 23.507313 -12.663301 -3.6 -0.7 -1.7 1.03
O -10.482598 23.728918 -11.700064 0.1 -0.4 -0.5 -0.58
O -11.180472 22.053046 -13.459001 2.2 2.2 2.9 -0.28
C -11.897913 21.634521 -14.554961 -2.9 -1.0 0.4 -0.25
C -11.913985 20.090635 -14.551624 1.3 0.3 -1.6 -1.03
C -11.356385 24.627542 -14.135621 0.2 -0.4 1.1 -1.09
H -11.579389 22.133190 -15.470377 0.3 -0.4 -0.2 0.30
H -12.940378 21.894204 -14.370774 -0.3 0.4 -0.2 0.34
H -11.757394 19.607206 -13.587329 -0.6 0.4 0.1 0.09
H -11.068129 19.791774 -15.170743 0.4 -0.3 -0.1 0.41
H -12.776302 19.712688 -15.100867 -0.3 0.0 0.5 0.30
H -10.393673 24.493865 -14.628994 0.0 -0.2 0.1 0.34
H -11.417750 25.645163 -13.749892 -0.2 -0.1 0.0 0.39
H -12.189537 24.388527 -14.796550 0.0 0.1 0.2 0.33
O -8.505502 17.093472 -9.760344 -1.3 -1.2 -1.8 -0.65
S -9.321541 16.335382 -10.721276 -0.4 -0.8 0.2 1.19
O -8.768300 15.153037 -11.427271 -1.2 2.4 1.8 -0.60
O -10.674643 15.753638 -9.870197 1.5 0.9 -1.3 -0.30
C -11.488501 16.685056 -9.096639 -1.0 0.2 0.0 0.53
C -12.160267 15.899337 -7.966705 0.9 -0.2 -0.1 -1.23
C -10.114276 17.435947 -11.984252 -0.1 -0.4 -0.2 -0.27
H -12.356525 17.074700 -9.628433 0.2 -0.2 -1.1 -0.20
H -10.936114 17.593533 -8.856554 0.5 -0.4 0.7 0.42
H -12.726423 16.542366 -7.292849 0.2 0.2 0.0 0.32
H -11.410027 15.321789 -7.426632 0.0 0.1 0.3 0.44
H -12.872216 15.185190 -8.380499 0.0 0.0 -0.3 0.02
H -10.722873 18.224266 -11.541238 0.1 -0.2 0.3 -0.21
H -10.721167 16.834898 -12.661384 -0.5 -0.5 0.7 0.01
H -9.460633 17.887280 -12.730686 0.9 0.0 0.8 0.62
O -17.497498 15.714925 -10.784426 -0.7 -0.6 2.3 -0.48
S -17.489765 15.236051 -9.395091 1.2 -0.6 1.5 1.07
O -18.634747 15.292645 -8.438687 2.5 0.0 -2.8 -0.71
O -17.026554 13.655063 -9.404600 -0.1 0.7 0.1 -0.47
C -15.882628 13.335543 -10.267657 -0.6 -0.7 -0.8 0.94
C -15.415244 11.898991 -10.046584 -0.6 0.6 1.2 -1.30
C -15.918086 15.891451 -8.525206 -1.6 0.0 -1.4 -0.62
H -15.005889 13.970629 -10.140764 -0.5 0.6 0.1 -0.05
H -16.305966 13.420909 -11.268454 0.6 0.3 -0.2 -0.10
H -16.055943 11.168143 -10.540009 0.4 0.0 -0.2 0.30
H -15.486297 11.711151 -8.975250 -0.1 -0.1 0.2 0.47
H -14.345625 11.841220 -10.248288 -0.3 -0.4 -0.6 0.13
H -15.433913 15.119355 -7.927257 -0.7 0.0 0.3 0.52
H -16.314796 16.765898 -8.009407 0.5 0.0 0.2 0.53
H -15.235143 16.135216 -9.339010 -0.1 0.4 -0.1 -0.35
O -13.653514 22.441271 -9.573132 3.2 -2.1 2.8 -0.44
S -12.531363 21.776599 -8.824629 -0.8 2.4 -1.4 1.13
O -11.387126 22.610334 -8.343854 -2.8 -2.0 -0.3 -0.69
O -13.128478 20.896451 -7.540833 2.5 1.0 -1.5 -0.43
C -14.277666 20.074319 -7.776664 -0.5 1.0 0.7 1.04
C -15.306222 20.771601 -6.902434 -1.4 -0.9 -0.7 -1.33
C -11.763740 20.510614 -9.878605 -0.4 0.9 1.0 -0.21
H -14.105445 19.043013 -7.468666 0.5 0.0 0.1 -0.11
H -14.552710 20.069206 -8.831374 -0.2 0.1 0.0 -0.28
H -15.669814 21.627662 -7.470818 -0.1 0.0 0.2 0.29
H -15.015673 21.091511 -5.901768 0.7 -0.2 -0.2 0.37
H -16.112175 20.049575 -6.771188 -0.5 0.3 0.0 0.33
H -11.309381 21.135449 -10.647523 -0.2 -0.3 -0.3 0.25
H -12.532992 19.812993 -10.209779 0.1 0.1 -0.3 -0.36
H -10.984389 20.078317 -9.251045 -0.1 -0.2 -0.1 0.40
```
Positions in Å, forces in eV/Å.